CH3NO2 | ωB97M-V/def2-TZVPD

```
7
Properties=species:S:1:pos:R:3:forces:R:3
C -1.36399 -0.25542 0.32416 -1.139 0.128 -4.319
N 0.92010 -0.46277 -0.45454 -1.036 0.174 -3.166
O -2.05095 -0.11137 -0.66369 1.629 -0.414 2.980
O 1.53161 0.62181 0.09908 -0.027 -0.190 0.090
H -1.55737 0.17110 1.30133 -0.143 0.334 0.848
H 0.73550 -0.15101 -1.52214 0.220 -0.608 2.954
H 1.78510 0.18765 0.91580 0.496 0.577 0.613
```
Positions in Å, forces in eV/Å.

Summary:
E ... -6665.3044 eV
ΔE to the lowest compared entry with this formula, charge and spin ... 146.66 kcal per mole
Orbital gap (spin up / spin down) ... 8.377 / 9.386 eV
E_HOMO (spin up / spin down) ... -8.20 / -9.05 eV
Lowest unoccupied orbital energy (spin up / spin down) ... 0.174 / 0.340 eV